Formula: C4H9NO2
Source: the Open Molecules 2025 dataset
Level of theory: ωB97M-V with the def2-TZVPD basis set

```
! wB97M-V def2-TZVPD RIJCOSX def2/J DEFGRID3
* xyz 0 1
C -0.74 -0.96 -1.30
C 0.66 -0.49 -1.16
C 1.48 -0.85 -0.13
O 1.05 -1.39 0.99
H -0.97 -1.15 -2.35
H -1.47 -0.21 -0.97
H -0.93 -1.88 -0.74
H 1.11 0.02 -1.99
H 2.52 -0.56 -0.13
H 0.16 -0.71 1.35
C -0.22 0.80 1.77
N 0.02 1.57 0.73
O -1.14 1.86 0.03
H -1.24 0.71 2.15
H 0.53 0.92 2.54
H -0.82 2.33 -0.76
*
```

Results
Orbital gap = 0.309 Ha
SMILES = C/C=C\O.C=NO
Largest force on an atom = 0.07404 Eh/bohr
DFT total energy = -362.8921 Eh
Energy relative to the best compared isomer or geometry (same formula, charge and spin) = 121.35 kcal/mol

Formula: C4H9NO2
Source: the Open Molecules 2025 dataset
Level of theory: ωB97M-V with the def2-TZVPD basis set

```
! wB97M-V def2-TZVPD RIJCOSX def2/J DEFGRID3
* xyz 0 1
O 1.91 -0.80 1.38
C 1.06 -0.73 0.52
C 0.04 -1.80 0.12
C -1.07 -0.99 -0.55
C -0.33 0.21 -1.16
N 0.83 0.34 -0.30
H 0.52 -2.49 -0.58
H -0.27 -2.37 1.00
H -1.64 -1.56 -1.30
H -1.79 -0.64 0.20
H -0.03 0.01 -2.20
H -0.92 1.13 -1.15
H 1.28 1.23 -0.15
O 0.45 2.84 1.08
H 0.50 2.15 1.75
H -0.45 3.19 1.16
*
```

Results
Orbital gap = 0.371 Ha
SMILES = O=C1CCCN1.O
Largest force on an atom = 0.00592 Eh/bohr
DFT total energy = -363.0695 Eh
Energy relative to the best compared isomer or geometry (same formula, charge and spin) = 10.05 kcal/mol

Formula: C4H9NO2
Source: the Open Molecules 2025 dataset
Level of theory: ωB97M-V with the def2-TZVPD basis set

```
! wB97M-V def2-TZVPD RIJCOSX def2/J DEFGRID3
* xyz 0 1
C -2.88 0.35 0.15
O -1.52 0.63 -0.17
N -0.55 -0.45 0.04
O -1.25 -1.62 0.32
C 0.71 -0.28 -0.01
C 1.27 1.09 -0.15
C 1.69 -1.47 0.03
H -3.29 -0.21 -0.61
H -3.32 1.31 0.16
H -2.80 -0.25 1.07
H 1.79 1.18 0.78
H 1.80 1.22 -1.06
H 0.50 1.76 -0.24
H 1.94 -1.40 1.04
H 1.28 -2.39 -0.18
H 2.48 -1.20 -0.68
*
```

Results
Orbital gap = 0.349 Ha
SMILES = CO[N+]([O-])=C(C)C
Largest force on an atom = 0.13248 Eh/bohr
DFT total energy = -362.8703 Eh
Energy relative to the best compared isomer or geometry (same formula, charge and spin) = 135.07 kcal/mol

Formula: C4H9NO2
Source: the Open Molecules 2025 dataset
Level of theory: ωB97M-V with the def2-TZVPD basis set

```
! wB97M-V def2-TZVPD RIJCOSX def2/J DEFGRID3
* xyz 0 1
C 1.02 -2.19 -1.49
N 0.88 -0.78 -1.10
C -0.21 -0.23 -0.55
O -1.30 -0.80 -0.62
C -0.08 1.07 0.25
C -0.91 1.05 1.51
O -0.62 2.22 2.31
H 1.76 -2.71 -0.86
H 1.02 -2.29 -2.57
H 0.24 -2.71 -0.92
H 1.67 -0.21 -1.31
H 0.96 1.37 0.38
H -0.50 1.83 -0.42
H -1.92 1.29 1.17
H -0.75 0.17 2.11
H -1.24 2.92 2.10
*
```

Results
Orbital gap = 0.385 Ha
SMILES = CNC(=O)CCO
Largest force on an atom = 0.04561 Eh/bohr
DFT total energy = -363.0221 Eh
Energy relative to the best compared isomer or geometry (same formula, charge and spin) = 39.84 kcal/mol

Formula: C4H9NO2
Source: the Open Molecules 2025 dataset
Level of theory: ωB97M-V with the def2-TZVPD basis set

```
! wB97M-V def2-TZVPD RIJCOSX def2/J DEFGRID3
* xyz 0 1
C -0.08 0.49 -1.91
O -0.96 -0.40 -1.23
C -0.33 -1.14 -0.21
C 0.05 -0.13 0.85
C -1.01 0.36 1.80
N 1.18 0.46 0.91
O 2.12 -0.08 0.03
H -0.39 0.48 -2.96
H -0.14 1.52 -1.53
H 0.97 0.19 -1.84
H 0.54 -1.69 -0.59
H -1.06 -1.86 0.18
H -0.67 0.16 2.82
H -1.96 -0.16 1.65
H -1.18 1.43 1.70
H 2.92 0.36 0.32
*
```

Results
Orbital gap = 0.385 Ha
SMILES = COC/C(C)=N\O
Largest force on an atom = 0.01369 Eh/bohr
DFT total energy = -362.9593 Eh
Energy relative to the best compared isomer or geometry (same formula, charge and spin) = 79.23 kcal/mol

Formula: C4H9NO2
Source: the Open Molecules 2025 dataset
Level of theory: ωB97M-V with the def2-TZVPD basis set

```
! wB97M-V def2-TZVPD RIJCOSX def2/J DEFGRID3
* xyz 0 1
N 2.38 0.65 0.58
C 2.01 -0.56 0.08
O 2.78 -1.45 -0.23
C 0.49 -0.70 -0.06
C 0.03 0.50 -0.85
O -0.01 1.62 -0.38
H 3.36 0.89 0.54
H 1.69 1.39 0.61
H 0.03 -0.70 0.94
H 0.27 -1.65 -0.56
H -0.20 0.33 -1.92
C -2.53 -0.18 -0.63
H -2.92 -0.68 0.26
H -1.99 -0.92 -1.24
H -3.32 0.25 -1.24
H -1.91 0.64 -0.31
*
```

Results
Orbital gap = 0.386 Ha
SMILES = NC(=O)CC=O.C
Largest force on an atom = 0.01179 Eh/bohr
DFT total energy = -363.0371 Eh
Energy relative to the best compared isomer or geometry (same formula, charge and spin) = 30.41 kcal/mol

Formula: C4H9NO2
Source: the Open Molecules 2025 dataset
Level of theory: ωB97M-V with the def2-TZVPD basis set

```
! wB97M-V def2-TZVPD RIJCOSX def2/J DEFGRID3
* xyz 0 1
C -2.77 -0.22 -0.57
N -1.35 -0.39 -0.77
C -0.44 -0.05 0.24
O -0.80 0.20 1.37
C 0.94 0.25 -0.32
C 1.98 0.43 0.77
O 3.31 0.13 0.29
H -3.12 -0.61 0.39
H -3.02 0.84 -0.57
H -3.30 -0.76 -1.34
H -1.01 -1.19 -1.29
H 0.85 1.17 -0.89
H 1.26 -0.51 -1.02
H 1.80 -0.28 1.58
H 1.97 1.44 1.18
H 3.70 -0.46 0.96
*
```

Results
Orbital gap = 0.387 Ha
SMILES = CNC(=O)CCO
Largest force on an atom = 0.02938 Eh/bohr
DFT total energy = -363.0384 Eh
Energy relative to the best compared isomer or geometry (same formula, charge and spin) = 29.56 kcal/mol

Formula: C4H9NO2
Source: the Open Molecules 2025 dataset
Level of theory: ωB97M-V with the def2-TZVPD basis set

```
! wB97M-V def2-TZVPD RIJCOSX def2/J DEFGRID3
* xyz 0 1
C 0.16 -0.29 2.32
C -0.88 -1.01 1.48
O -0.89 -2.20 1.34
O -1.82 -0.18 0.91
H 1.02 0.02 1.73
H -0.32 0.59 2.75
H 0.54 -0.98 3.08
H -1.14 0.18 0.25
C 0.62 -0.79 -1.60
N -0.11 0.16 -1.20
C 0.20 1.48 -1.78
H 1.06 -0.76 -2.60
H 0.75 -1.71 -1.03
H 0.32 2.19 -0.96
H -0.63 1.86 -2.37
H 1.14 1.44 -2.33
*
```

Results
Orbital gap = 0.387 Ha
SMILES = CC(=O)O.C=NC
Largest force on an atom = 0.03343 Eh/bohr
DFT total energy = -363.0040 Eh
Energy relative to the best compared isomer or geometry (same formula, charge and spin) = 51.14 kcal/mol

Formula: C4H9NO2
Source: the Open Molecules 2025 dataset
Level of theory: ωB97M-V with the def2-TZVPD basis set

```
! wB97M-V def2-TZVPD RIJCOSX def2/J DEFGRID3
* xyz 0 1
C 1.74 -0.52 0.83
C 0.79 0.38 0.60
C 0.37 1.49 1.51
N -0.05 0.25 -0.59
O 0.81 0.02 -1.69
O -0.70 -0.98 -0.33
C -1.86 -1.13 -1.11
H 1.92 -1.30 0.10
H 2.32 -0.52 1.74
H 0.93 1.46 2.45
H -0.70 1.40 1.73
H 0.51 2.47 1.04
H 0.44 0.60 -2.37
H -2.61 -0.36 -0.89
H -1.64 -1.15 -2.19
H -2.25 -2.11 -0.82
*
```

Results
Orbital gap = 0.378 Ha
SMILES = C=C(C)N(O)OC
Largest force on an atom = 0.00693 Eh/bohr
DFT total energy = -362.9027 Eh
Energy relative to the best compared isomer or geometry (same formula, charge and spin) = 114.72 kcal/mol

Formula: C4H9NO2
Source: the Open Molecules 2025 dataset
Level of theory: ωB97M-V with the def2-TZVPD basis set

```
! wB97M-V def2-TZVPD RIJCOSX def2/J DEFGRID3
* xyz 0 1
C -2.17 0.08 -0.39
C -0.76 0.44 0.02
C -0.28 -0.24 1.26
O 1.21 -0.24 1.08
C 1.51 -0.25 -0.19
O 1.08 -1.10 -1.12
N 2.60 0.43 -0.51
H -2.94 0.42 0.33
H -2.41 0.53 -1.36
H -2.29 -1.00 -0.50
H 0.10 -0.83 -1.08
H -0.65 1.52 0.16
H -0.39 0.21 2.26
H -0.59 -1.29 1.33
H 2.95 0.34 -1.45
H 3.04 1.00 0.19
*
```

Results
Orbital gap = 0.270 Ha
Largest force on an atom = 0.00760 Eh/bohr
DFT total energy = -362.9408 Eh
Energy relative to the best compared isomer or geometry (same formula, charge and spin) = 90.82 kcal/mol

Formula: C4H9NO2
Source: the Open Molecules 2025 dataset
Level of theory: ωB97M-V with the def2-TZVPD basis set

```
! wB97M-V def2-TZVPD RIJCOSX def2/J DEFGRID3
* xyz 0 1
C -1.23 -0.08 1.84
C -0.75 -0.42 0.65
C -0.86 -1.79 0.04
N -0.14 0.54 -0.25
O -0.13 1.81 0.35
O 1.20 0.12 -0.34
C 1.87 0.81 -1.37
H -1.15 0.94 2.22
H -1.72 -0.82 2.46
H -1.78 -1.87 -0.56
H -0.90 -2.55 0.81
H -0.01 -1.99 -0.62
H -0.56 2.36 -0.32
H 2.63 0.14 -1.76
H 1.17 1.08 -2.17
H 2.35 1.72 -0.98
*
```

Results
Orbital gap = 0.362 Ha
SMILES = C=C(C)N(O)OC
Largest force on an atom = 0.00472 Eh/bohr
DFT total energy = -362.9079 Eh
Energy relative to the best compared isomer or geometry (same formula, charge and spin) = 111.49 kcal/mol

Formula: C4H9NO2
Source: the Open Molecules 2025 dataset
Level of theory: ωB97M-V with the def2-TZVPD basis set

```
! wB97M-V def2-TZVPD RIJCOSX def2/J DEFGRID3
* xyz 0 1
C 1.56 -0.22 -1.32
C 0.34 -0.38 -0.41
C -0.02 0.94 0.24
O 0.61 -1.27 0.68
H 2.38 0.21 -0.74
H 1.33 0.44 -2.16
H 1.89 -1.18 -1.73
H -0.49 -0.80 -1.01
H 0.85 1.38 0.72
H -0.44 1.65 -0.49
H -0.60 0.81 1.18
H 0.87 -2.13 0.33
N -2.01 -0.29 1.83
C -2.32 0.47 0.93
O -2.78 1.25 0.19
H -1.17 -0.88 1.75
*
```

Results
Orbital gap = 0.408 Ha
SMILES = CC(C)O.N=C=O
Largest force on an atom = 0.03727 Eh/bohr
DFT total energy = -363.0142 Eh
Energy relative to the best compared isomer or geometry (same formula, charge and spin) = 44.79 kcal/mol

What did the seventh record say?
Formula: C4H9NO2
Source: the Open Molecules 2025 dataset
Level of theory: ωB97M-V with the def2-TZVPD basis set

```
! wB97M-V def2-TZVPD RIJCOSX def2/J DEFGRID3
* xyz 0 1
C -2.77 -0.22 -0.57
N -1.35 -0.39 -0.77
C -0.44 -0.05 0.24
O -0.80 0.20 1.37
C 0.94 0.25 -0.32
C 1.98 0.43 0.77
O 3.31 0.13 0.29
H -3.12 -0.61 0.39
H -3.02 0.84 -0.57
H -3.30 -0.76 -1.34
H -1.01 -1.19 -1.29
H 0.85 1.17 -0.89
H 1.26 -0.51 -1.02
H 1.80 -0.28 1.58
H 1.97 1.44 1.18
H 3.70 -0.46 0.96
*
```

Results
Orbital gap = 0.387 Ha
SMILES = CNC(=O)CCO
Largest force on an atom = 0.02938 Eh/bohr
DFT total energy = -363.0384 Eh
Energy relative to the best compared isomer or geometry (same formula, charge and spin) = 29.56 kcal/mol

What is the largest force on an atom in the tenth record?
0.00760 Eh/bohr

Look up the largest force on an atom of the twelfth one.
0.03727 Eh/bohr